Below is a molecular structure, C6H9NO, with properties calculated with wB97M-V/def2-TZVPD.

Values from the calculation:
Relative energy (zero: lowest compared OMol25 entry of this formula, charge and spin) ... 77.2 kcal per mole
HOMO energy ... -9.58 eV
Max |F| ... 3.46 eV/Å

Geometry as ORCA input:
```
! RIJCOSX wB97M-V def2-TZVPD def2/J DEFGRID3
* xyz 0 1
C 0.761 -0.393 -0.010
C 0.584 1.087 -0.788
C -0.628 1.044 0.130
C 0.322 0.379 1.169
C -1.470 -0.084 -0.448
C -0.498 -1.144 -0.566
H 2.812 -0.799 0.057
H 0.480 1.015 -1.906
H 1.469 1.683 -0.617
H -1.148 1.899 0.547
H 0.027 -0.286 2.014
H 0.990 1.166 1.480
H -2.224 0.099 -1.214
H -1.335 -1.183 1.262
H -0.402 -1.890 -1.385
N -1.673 -1.310 0.355
O 1.932 -1.285 -0.080
*
```

***

Below is 2 unconnected molecules or ions with the total composition C6H9NO, with properties calculated with wB97M-V/def2-TZVPD.

Values from the calculation:
Relative energy (zero: lowest compared OMol25 entry of this formula, charge and spin) ... 73.7 kcal per mole
HOMO energy ... -8.60 eV
SMILES ... [H]/N=C(\C)O.C=C=C=C
Max |F| ... 0.88 eV/Å

Geometry as ORCA input:
```
! RIJCOSX wB97M-V def2-TZVPD def2/J DEFGRID3
* xyz 0 1
C -2.798 0.414 -1.468
C 2.739 0.706 1.542
C 2.199 -0.342 1.100
C -1.745 -0.567 -1.009
C 3.303 1.790 2.009
C 1.631 -1.421 0.631
O -1.960 -1.121 0.198
N -0.706 -0.917 -1.625
H -2.767 -0.776 0.598
H -0.573 -0.481 -2.530
H -2.872 1.237 -0.757
H -2.552 0.818 -2.446
H -3.767 -0.083 -1.527
H 4.069 1.748 2.768
H 3.029 2.771 1.651
H 1.907 -2.399 0.994
H 0.864 -1.377 -0.128
*
```

***

Below is C6H9NO in the gas phase, with properties calculated with wB97M-V/def2-TZVPD.

Values from the calculation:
Relative energy (zero: lowest compared OMol25 entry of this formula, charge and spin) ... 188.3 kcal per mole
HOMO energy ... -9.13 eV
SMILES ... C[C@]12CON=C[C@@H]1C2
Max |F| ... 6.95 eV/Å

Geometry as ORCA input:
```
! RIJCOSX wB97M-V def2-TZVPD def2/J DEFGRID3
* xyz 0 1
C 0.368 -0.224 1.470
C 0.167 -0.367 0.029
C 1.417 0.068 -0.765
C -1.219 1.373 -0.508
C -0.893 0.001 -0.780
C -0.936 -1.298 -0.070
H -0.618 -0.469 2.263
H 1.287 -0.771 1.872
H 0.831 0.774 1.905
H 2.574 -0.125 -0.473
H 1.191 -0.367 -1.624
H -2.184 1.606 -0.183
H -0.584 -0.223 -1.923
H -0.739 -2.002 -1.007
H -1.492 -1.558 0.845
N -0.195 2.065 -0.314
O 1.025 1.517 -0.736
*
```

***

Below is C6H9NO in the gas phase, with properties calculated with wB97M-V/def2-TZVPD.

Values from the calculation:
Relative energy (zero: lowest compared OMol25 entry of this formula, charge and spin) ... 78.6 kcal per mole
HOMO energy ... -8.78 eV
SMILES ... O[C@@H]1C=C[C@]2(CN2)C1
Max |F| ... 6.34 eV/Å

Geometry as ORCA input:
```
! RIJCOSX wB97M-V def2-TZVPD def2/J DEFGRID3
* xyz 0 1
C 1.478 -0.280 -0.484
C 0.116 -0.912 -0.598
C -0.766 0.102 -0.006
C -1.961 -0.354 0.834
C -0.092 1.318 0.045
C 1.221 1.174 -0.164
H 2.605 -0.165 0.943
H 1.995 -0.523 -1.367
H 0.015 -0.986 -1.736
H 0.161 -1.913 -0.144
H -1.786 -1.449 0.957
H -2.424 0.253 1.559
H -2.299 -0.679 -1.195
H -0.401 2.355 0.528
H 1.965 2.062 -0.072
N -2.180 0.110 -0.479
O 1.932 -0.751 0.765
*
```

***

Below is C6H9NO in the gas phase, with properties calculated with wB97M-V/def2-TZVPD.

Values from the calculation:
Relative energy (zero: lowest compared OMol25 entry of this formula, charge and spin) ... 47.5 kcal per mole
HOMO energy ... -9.61 eV
SMILES ... CNC(=O)C1=CCC1
Max |F| ... 4.28 eV/Å

Geometry as ORCA input:
```
! RIJCOSX wB97M-V def2-TZVPD def2/J DEFGRID3
* xyz 0 1
C -1.346 2.868 0.070
C -0.835 0.445 0.030
C 0.152 -0.648 -0.135
C 1.502 -0.658 -0.130
C 1.567 -2.218 -0.054
C 0.018 -2.143 -0.068
H -1.479 3.301 1.111
H -0.999 3.684 -0.583
H -2.255 2.329 -0.326
H 0.639 1.869 -0.234
H 2.261 0.188 -0.117
H 2.071 -2.956 -0.762
H 1.997 -2.569 0.872
H -0.478 -2.773 -0.833
H -0.363 -2.575 0.938
N -0.407 1.716 0.090
O -2.045 0.140 0.130
*
```

***

Below is C6H9NO in the gas phase, with properties calculated with wB97M-V/def2-TZVPD.

Values from the calculation:
Relative energy (zero: lowest compared OMol25 entry of this formula, charge and spin) ... 99.2 kcal per mole
HOMO energy ... -9.41 eV
SMILES ... O=C1CCC[C@@H]2CN12
Max |F| ... 8.23 eV/Å

Geometry as ORCA input:
```
! RIJCOSX wB97M-V def2-TZVPD def2/J DEFGRID3
* xyz 0 1
C -1.240 -0.773 -0.933
C -0.792 -1.086 0.419
C -0.438 0.217 1.220
C 1.001 0.248 0.767
C 1.196 0.009 -0.694
C 0.429 1.078 -1.299
H -1.634 -1.543 1.181
H -0.080 -1.793 0.352
H -1.147 1.082 0.692
H -0.536 0.017 2.270
H 1.372 -0.553 1.222
H 1.562 1.050 1.259
H 2.213 -0.082 -0.922
H -0.271 1.675 -0.631
H 0.775 1.565 -2.149
N 0.020 -0.275 -1.526
O -2.431 -0.837 -1.229
*
```

***

Below is C6H9NO in the gas phase, with properties calculated with wB97M-V/def2-TZVPD.

Values from the calculation:
Relative energy (zero: lowest compared OMol25 entry of this formula, charge and spin) ... 52.2 kcal per mole
HOMO energy ... -8.96 eV
SMILES ... C=C/N=C(\C)C(C)=O
Max |F| ... 4.73 eV/Å

Geometry as ORCA input:
```
! RIJCOSX wB97M-V def2-TZVPD def2/J DEFGRID3
* xyz 0 1
C 2.604 -0.266 -0.781
C -1.149 -1.523 -0.178
C 1.544 -1.115 -0.141
C -0.091 -0.483 -0.066
C -1.501 1.382 0.314
C -1.665 2.366 1.190
N -0.043 0.765 0.026
O 1.725 -2.238 0.273
H -2.324 1.033 -0.304
H 2.280 0.023 -1.783
H 3.541 -0.826 -0.853
H 2.767 0.629 -0.177
H -1.720 -1.566 0.752
H -0.700 -2.502 -0.360
H -1.815 -1.282 -1.009
H -2.606 2.906 1.272
H -0.847 2.696 1.824
*
```

***

Below is C6H9NO in the gas phase, with properties calculated with wB97M-V/def2-TZVPD.

Values from the calculation:
Relative energy (zero: lowest compared OMol25 entry of this formula, charge and spin) ... 148.0 kcal per mole
HOMO energy ... -8.43 eV
Max |F| ... 5.54 eV/Å

Geometry as ORCA input:
```
! RIJCOSX wB97M-V def2-TZVPD def2/J DEFGRID3
* xyz 0 1
C 0.995 -0.508 0.364
C -0.548 -0.362 1.072
C -1.103 -1.167 -0.146
C -0.094 -0.326 -0.730
C -0.614 1.009 -0.728
C -1.036 1.024 0.712
H 2.284 1.388 -0.185
H 2.941 -0.370 -0.250
H 1.473 -1.560 0.143
H -0.710 -0.603 2.102
H -0.692 -2.182 -0.361
H -2.220 -0.742 -0.376
H 0.311 -0.599 -1.625
H -1.276 1.421 -1.427
H -2.047 1.403 1.063
N 2.259 0.305 0.255
O 0.077 1.869 0.117
*
```